#1
Density functional theory data (the ωB97M-V functional and the def2-TZVPD basis) for the molecule C6H7NO.

```
15
Properties=species:S:1:pos:R:3:nbo_charge:R:1
C -1.3357 -0.1017 2.0127 -0.665
C -1.3507 -0.4911 0.5492 0.559
O -2.4052 -1.0402 0.0660 -0.519
C -0.2365 -0.0894 -0.3145 0.003
C -0.0674 0.8293 -1.2997 -0.262
C 1.2467 0.7941 -1.7974 -0.254
C 1.9751 -0.2091 -1.1100 -0.058
N 0.9923 -0.7541 -0.1729 -0.520
H -2.1015 -0.4643 2.3931 0.219
H -0.5746 -0.3980 2.5326 0.219
H -1.1489 0.9529 1.9445 0.235
H -0.8535 1.5805 -1.6598 0.232
H 1.6824 1.3339 -2.4162 0.190
H 2.9504 -0.3114 -1.1148 0.199
H 1.2270 -1.6313 0.3873 0.423
```

Values from the calculation:
**Molar mass**: 109.13 g/mol
**2S+1**: 1
**Structure (SMILES)**: CC(=O)c1ccc[nH]1
**Total charge**: 0
**HOMO level**: -8.626 eV

***

#2
Density functional theory data (the ωB97M-V functional and the def2-TZVPD basis) for the molecule C6H7NO.

```
15
Properties=species:S:1:pos:R:3:nbo_charge:R:1
C -2.8132 -0.8870 -0.4002 -0.191
C -1.6242 -0.8076 -0.2555 -0.020
C -0.2917 -0.3066 -0.2288 -0.185
C -0.4243 1.0461 0.4280 -0.199
C 0.2662 2.0465 -0.1001 -0.360
N 0.7019 -1.2396 0.3403 -0.624
C 2.0412 -1.0976 0.0442 0.545
O 2.5004 -0.2140 -0.6279 -0.601
H -3.8498 -0.8478 -0.3604 0.230
H 0.0033 -0.1075 -1.2717 0.257
H -0.9338 1.1223 1.3152 0.205
H 1.1990 1.9046 -0.7633 0.230
H 0.0589 3.1180 0.1396 0.198
H 0.4672 -1.8178 1.1784 0.406
H 2.6989 -1.9122 0.5621 0.111
```

Values from the calculation:
**Molar mass**: 109.13 g/mol
**2S+1**: 1
**Structure (SMILES)**: C#C[C@@H](C=C)NC=O
**Total charge**: 0
**HOMO level**: -9.650 eV

***

Most stable structure - #1; separation to the second - 0.0107 hartree.

***

#1
Density functional theory data (the ωB97M-V functional and the def2-TZVPD basis) for the molecule C6H7NO.

```
15
Properties=species:S:1:pos:R:3:nbo_charge:R:1
C -2.3606 -0.7360 0.0001 -0.664
C -1.0030 -0.2181 -0.1918 -0.029
C 0.2377 -0.7485 -0.0912 -0.287
C 1.1483 0.3887 -0.0229 0.342
C 2.6194 0.2122 0.0319 -0.685
N 0.5367 1.5251 -0.1357 -0.518
C -0.8387 1.2423 -0.1969 0.612
O -1.7676 2.0492 0.0733 -0.480
H -2.9454 -0.8204 -0.9970 0.251
H -2.6989 -0.1000 0.8766 0.263
H -2.2507 -1.7614 0.5374 0.216
H 0.3930 -1.8710 -0.0490 0.233
H 2.9075 0.7685 0.9043 0.259
H 2.8755 -0.8140 -0.0251 0.226
H 3.1467 0.8833 -0.7140 0.259
```

Values from the calculation:
**Molar mass**: 109.13 g/mol
**2S+1**: 1
**Structure (SMILES)**: CC1=CC(C)=NC1=O
**Total charge**: 0
**HOMO level**: -9.686 eV

***

#2
Density functional theory data (the ωB97M-V functional and the def2-TZVPD basis) for a structure of composition C6H7NO.

```
15
Properties=species:S:1:pos:R:3:nbo_charge:R:1
C -2.2578 -0.5126 -0.0896 -0.353
C -0.9334 -0.1142 0.0190 -0.062
C 0.2146 -1.1520 0.0169 -0.605
C 1.5693 -0.4747 -0.2121 0.686
C 0.8215 1.7597 0.5405 -0.219
C -0.1608 1.1588 -0.3834 -0.133
H -2.2165 -1.8407 0.2485 0.213
H -3.1898 0.1037 -0.1855 0.230
H 0.3678 -1.9457 -0.8858 0.272
H 0.4297 -1.9429 0.9202 0.256
H 0.7888 0.8698 1.4536 0.208
H 1.3348 2.6724 0.6006 0.244
H -0.5665 1.7003 -1.3103 0.241
N 1.2972 0.8082 -0.7182 -0.448
O 2.5011 -1.0900 -0.0143 -0.529
```

Values from the calculation:
**Molar mass**: 109.13 g/mol
**2S+1**: 1
**Total charge**: 0
**HOMO level**: -9.310 eV

***

#3
Density functional theory data (the ωB97M-V functional and the def2-TZVPD basis) for the molecule C6H7NO.

```
15
Properties=species:S:1:pos:R:3:nbo_charge:R:1
C 1.2615 -0.6211 0.5669 0.195
C 0.5016 -0.9534 1.6737 -0.333
C -0.8824 -0.4759 1.5401 -0.079
C -1.2082 0.9158 -0.8756 -0.154
C -0.0480 0.3665 -1.6745 -0.475
C 0.3197 -0.0194 -0.2456 0.031
H 2.6703 -0.8790 -0.6080 0.476
H 0.9733 -1.0683 2.7653 0.225
H -1.8052 -0.5757 2.2121 0.228
H -2.5080 0.9048 -1.1727 0.203
H -0.9547 2.1704 -0.5457 0.198
H 0.4665 1.2019 -2.2491 0.240
H -0.5031 -0.6112 -2.1805 0.227
N -0.8559 0.2248 0.3759 -0.340
O 2.5727 -0.5801 0.4177 -0.642
```

Values from the calculation:
**Molar mass**: 109.13 g/mol
**2S+1**: 1
**Total charge**: 0
**HOMO level**: -7.644 eV

***

Most stable structure - #1; separation to the second - 0.1333 hartree.

***

#1
Density functional theory data (the ωB97M-V functional and the def2-TZVPD basis) for a structure of composition C6H7NO.

```
15
Properties=species:S:1:pos:R:3:nbo_charge:R:1
C 0.3803 -0.3761 0.8775 0.551
C -0.8054 0.3290 0.7623 -0.340
C -1.3099 -1.0414 0.0680 -0.386
C 0.1185 -1.0358 -0.5123 -0.338
C 0.1755 0.1792 -1.4470 -0.073
C -0.5652 1.0719 -0.6602 -0.030
H -1.3089 1.2449 1.4886 0.241
H -2.1650 -0.6491 -0.6798 0.212
H -1.8014 -1.6931 0.9009 0.243
H 0.4485 -2.0392 -0.7702 0.241
H 0.2559 0.1271 -2.4641 0.219
H 1.3723 1.1573 -0.0270 0.380
H -1.3350 1.7645 -0.8539 0.210
N 0.7750 1.2526 -0.7794 -0.588
O 1.3932 -0.4301 1.6665 -0.542
```

Values from the calculation:
**Molar mass**: 109.13 g/mol
**2S+1**: 1
**Total charge**: 0
**HOMO level**: -9.399 eV

***

#2
Density functional theory data (the ωB97M-V functional and the def2-TZVPD basis) for the molecule C6H7NO.

```
15
Properties=species:S:1:pos:R:3:nbo_charge:R:1
C 2.1424 -0.6532 -0.1422 -0.620
C 0.7649 -0.1632 -0.3581 -0.027
C -0.3413 -0.6571 0.5090 -0.196
C -1.7599 -0.5730 0.0272 0.530
O -2.5770 -1.4652 0.0045 -0.533
C -1.9096 0.8974 -0.2309 -0.381
C -0.7948 1.4845 0.1765 0.043
N 0.1910 0.6200 0.7400 -0.396
H 2.2539 -0.7370 0.9609 0.226
H 2.2156 -1.5903 -0.6407 0.223
H 2.8639 0.1007 -0.4864 0.220
H 0.4620 0.1846 -1.3381 0.214
H -0.1800 -1.3685 1.3552 0.235
H -2.8774 1.3914 -0.5599 0.246
H -0.4536 2.5288 -0.0171 0.217
```

Values from the calculation:
**Molar mass**: 109.13 g/mol
**2S+1**: 1
**Structure (SMILES)**: C[C@H]1[C@@H]2C(=O)C=CN12
**Total charge**: 0
**HOMO level**: -9.553 eV

***

Most stable structure - #2; separation to the second - 0.1340 hartree.

***

#1
Density functional theory data (the ωB97M-V functional and the def2-TZVPD basis) for the molecule C2H2F2O2.

```
8
Properties=species:S:1:pos:R:3:nbo_charge:R:1
O 1.3762 -1.1771 0.1474 -0.523
C 0.7768 -0.1480 0.0453 0.695
O 1.3794 1.0229 -0.2514 -0.642
C -0.7061 -0.0851 0.3627 0.466
F -1.1258 1.1306 0.1063 -0.327
F -1.3528 -0.9812 -0.4108 -0.316
H 0.7068 1.6681 -0.2985 0.490
H -0.8686 -0.3800 1.4235 0.158
```

Values from the calculation:
**Molar mass**: 96.03 g/mol
**2S+1**: 1
**Structure (SMILES)**: O=C(O)C(F)F
**Total charge**: 0
**HOMO level**: -11.165 eV

***

#2
Density functional theory data (the ωB97M-V functional and the def2-TZVPD basis) for a cluster of 2 separate species, C2H2F2O2 in total.

```
8
Properties=species:S:1:pos:R:3:nbo_charge:R:1
C 1.4399 -0.8915 -2.1797 0.714
C -0.0590 0.0012 -0.0879 0.485
O 1.2562 -1.9269 -2.6809 -0.533
O 0.0702 1.2940 -0.1292 -0.645
F 2.6320 -0.4094 -2.0130 -0.329
F -1.2830 -0.4482 -0.5363 -0.350
H 0.2733 -0.4384 0.8615 0.160
H -0.2970 1.5003 -0.9805 0.497
```

Values from the calculation:
**Molar mass**: 96.03 g/mol
**2S+1**: 1
**Total charge**: 0
**HOMO level (spin up / spin down)**: -9.598 / -8.695 eV

***

Most stable structure - #1; separation to the second - 0.1323 hartree.

***

#1
Density functional theory data (the ωB97M-V functional and the def2-TZVPD basis) for a structure of composition H2N2O3S.

```
8
Properties=species:S:1:pos:R:3:nbo_charge:R:1
N 1.4423 -0.0775 0.0490 -1.036
N -1.4652 0.6129 0.1248 0.312
O -1.0811 1.5475 0.8614 -0.440
O 0.0591 -2.0747 -0.1582 -0.850
O -2.4142 0.7083 -0.7045 -0.374
S 0.1474 -0.8834 0.6588 1.530
H 1.6385 -0.7125 -0.7903 0.418
H 1.6732 0.8794 -0.0410 0.439
```

Values from the calculation:
**Molar mass**: 110.09 g/mol
**2S+1**: 1
**Total charge**: 0
**HOMO level (spin up / spin down)**: -9.526 / -9.529 eV

***

#2
Density functional theory data (the ωB97M-V functional and the def2-TZVPD basis) for the molecule H2N2O3S.

```
8
Properties=species:S:1:pos:R:3:nbo_charge:R:1
N 0.7714 -0.0682 -0.9763 -0.503
N 0.2309 -0.0100 1.2124 -0.537
O -1.3845 1.1444 -0.2923 -0.876
O -1.5087 -1.3452 -0.0003 -0.866
O 1.1655 0.5288 0.2966 -0.288
S -0.8225 -0.1129 -0.0841 2.326
H 0.8445 0.7206 -1.5874 0.367
H 0.7034 -0.8576 1.4313 0.377
```

Values from the calculation:
**Molar mass**: 110.09 g/mol
**2S+1**: 1
**Total charge**: 0
**HOMO level**: -10.459 eV

***

Most stable structure - #1; separation to the second - 0.0231 hartree.